[1]
ORCA calculation (wB97M-V/def2-TZVPD) on a structure of composition C25H29BrNO2S2V at a distorted geometry.

<S²>: 0.8442
LUMO level (spin up / spin down): -5.4 / -5.5 eV
HOMO energy (spin up / spin down): -10.3 / -10.0 eV
Frontier orbital gap (spin up / spin down): 4.85 / 4.51 eV

Geometry as ORCA input:
```
! wB97M-V def2-TZVPD RIJCOSX def2/J DEFGRID3
* xyz 1 2
V 11.840 14.039 5.602
C 18.188 19.007 5.454
C 17.656 18.333 6.721
C 17.698 19.482 7.827
C 18.682 17.208 7.197
C 16.236 17.753 6.474
C 15.989 16.405 6.197
C 14.729 15.927 5.979
Br 14.331 14.080 5.411
C 13.661 16.791 6.220
O 12.482 16.293 6.426
C 13.833 18.215 6.249
C 15.141 18.629 6.379
C 12.687 19.140 5.856
C 11.766 19.353 7.103
C 11.782 18.509 4.782
C 13.187 20.554 5.373
H 19.185 19.474 5.677
H 17.499 19.770 5.104
H 18.412 18.324 4.585
H 18.769 19.713 8.084
H 17.200 19.162 8.797
H 17.352 20.449 7.373
H 19.631 17.690 7.537
H 18.917 16.528 6.385
H 18.346 16.617 8.100
H 16.859 15.806 6.027
H 15.427 19.696 6.379
H 11.347 18.341 7.315
H 10.915 19.970 6.857
H 12.282 19.756 7.998
H 11.193 17.668 5.215
H 12.355 18.105 3.916
H 11.091 19.311 4.347
H 13.606 21.182 6.213
H 12.247 21.033 5.052
H 13.888 20.517 4.547
O 9.843 14.735 5.327
N 9.080 14.705 6.423
C 7.975 15.532 6.448
C 7.238 15.649 7.609
C 7.565 14.865 8.739
C 8.699 14.034 8.669
C 9.522 14.027 7.579
S 11.095 13.280 7.595
H 7.699 16.017 5.519
H 6.380 16.290 7.529
H 7.091 14.994 9.703
H 9.037 13.423 9.498
S 11.616 12.257 4.234
C 12.373 11.095 5.427
C 11.600 10.099 6.100
C 12.206 9.050 6.849
C 13.614 8.887 6.824
C 14.385 9.909 6.292
C 13.782 10.911 5.501
H 10.515 10.179 6.125
H 11.650 8.429 7.478
H 14.109 7.946 7.220
H 15.498 9.922 6.465
H 14.454 11.598 4.955
*
```

Here are the Löwdin charges for atoms 1 to 8, given in e:
1. V 0.419
2. C -0.071
3. C -0.515
4. C -0.061
5. C -0.061
6. C -0.146
7. C -0.068
8. C -0.434

[2]
ORCA calculation (wB97M-V/def2-TZVPD) on the molecule C25H29N3O3S.

Structure (SMILES): Cc1cccc(NS(=O)(=O)c2ccc(C(=O)NC[C@@H](c3ccccc3)N(C)C)cc2)c1C
Energy relative to the best compared isomer or geometry (same formula, charge and spin): 1.501 eV
LUMO level: 0.2 eV
HOMO energy: -8.5 eV
Frontier orbital gap: 8.75 eV

Geometry as ORCA input:
```
! wB97M-V def2-TZVPD RIJCOSX def2/J DEFGRID3
* xyz 0 1
C -8.481 -0.562 1.107
C -7.024 -0.749 0.797
C -6.434 -1.982 1.049
C -5.096 -2.199 0.782
C -4.321 -1.177 0.271
C -4.897 0.060 0.009
C -6.257 0.284 0.256
C -6.850 1.628 -0.069
H -7.932 1.607 -0.004
H -6.581 1.927 -1.082
H -6.485 2.388 0.624
N -4.073 1.077 -0.483
S -2.967 0.783 -1.711
O -3.382 -0.312 -2.534
O -2.756 2.066 -2.318
C -1.488 0.331 -0.815
C -0.991 1.218 0.120
C 0.170 0.902 0.803
C 0.820 -0.303 0.548
C 0.292 -1.193 -0.384
C -0.861 -0.871 -1.077
H -1.292 -1.533 -1.813
H 0.806 -2.127 -0.552
C 2.086 -0.703 1.239
O 2.334 -1.859 1.515
N 2.910 0.331 1.550
H 2.739 1.225 1.115
C 4.289 0.085 1.889
H 4.576 0.690 2.752
H 4.369 -0.971 2.158
C 5.207 0.363 0.677
N 5.081 1.739 0.200
C 5.326 2.730 1.231
H 4.542 2.704 1.984
H 5.313 3.716 0.769
H 6.300 2.594 1.726
C 5.978 1.969 -0.919
H 5.800 1.227 -1.694
H 5.781 2.958 -1.332
H 7.037 1.917 -0.622
C 4.800 -0.621 -0.395
C 5.405 -1.868 -0.461
C 4.968 -2.814 -1.370
C 3.917 -2.525 -2.223
C 3.312 -1.282 -2.169
C 3.749 -0.336 -1.259
H 3.284 0.639 -1.229
H 2.491 -1.047 -2.831
H 3.571 -3.267 -2.927
H 5.446 -3.782 -1.408
H 6.220 -2.102 0.210
H 6.247 0.151 0.996
H 0.554 1.580 1.551
H -1.515 2.143 0.295
H -4.514 1.974 -0.608
H -3.273 -1.324 0.069
H -4.652 -3.163 0.979
H -7.034 -2.781 1.459
H -8.630 0.273 1.790
H -8.884 -1.458 1.572
H -9.050 -0.369 0.199
*
```

Here are the Löwdin charges for atoms 1 to 8, given in e:
1. C -0.052
2. C -0.232
3. C -0.055
4. C -0.067
5. C -0.027
6. C -0.251
7. C -0.167
8. C -0.031

| no. | electronic energy (Eh) |
| --- | --- |
| 1 | -5489.31219 |
| 2 | -1758.24141 |